No. 1
158
Properties=species:S:1:pos:R:3:forces:R:3:mulliken_charge:R:1 method="wB97M-V/def2-TZVPD" orbital_gap_ev=9.044 max_force_ha_per_bohr=0.0850 homo_energy_ev=-9.17
C 1.09147 -3.17920 -0.29955 0.000 -0.366 -0.643 -0.0966
O 2.34378 -2.52506 -0.51404 -0.450 -0.384 0.776 -0.5854
B 2.28264 -1.18257 -0.68464 1.099 -0.285 -0.029 -0.1082
O 1.69901 -0.71014 -1.78782 -1.537 0.735 -0.423 0.1467
C 2.90953 -0.27018 0.45050 -1.132 0.471 -0.162 1.4750
C 1.79125 -0.03115 1.51362 0.604 0.017 -0.286 -1.5139
C 1.37656 1.41020 1.68229 -0.424 -0.184 -0.292 2.5085
C 0.42826 1.95953 0.62857 0.501 -0.515 0.221 -1.0794
C -0.72134 1.04433 0.24653 -0.217 0.182 0.109 -0.7135
C -1.84611 1.83949 -0.41376 1.402 -0.660 0.825 0.9941
F -2.36534 1.12293 -1.40874 -1.394 -0.688 -0.518 -0.2832
F -1.25074 2.86646 -1.00317 0.279 1.586 -1.050 -0.3890
C -2.88095 2.45192 0.57855 -0.078 -1.374 -0.606 0.4197
F -2.38842 2.28909 1.78635 0.659 -1.030 2.114 -0.2375
F -2.87939 3.73913 0.42530 -0.436 2.657 -0.916 -0.3205
C -4.39196 2.01070 0.61714 1.196 -0.766 -0.865 0.5653
F -4.76969 1.97742 1.85681 -0.234 -0.593 2.840 -0.3025
F -5.08781 2.98245 0.09738 -1.020 1.842 -1.873 -0.3135
C -4.97068 0.73621 -0.04927 0.187 -0.530 2.283 0.5358
F -6.24846 0.83195 0.20229 -2.704 0.251 1.341 -0.2961
F -4.94022 0.73866 -1.31140 1.570 0.059 -4.077 -0.2112
S -4.49717 -0.95898 0.62426 -1.365 0.101 -0.405 1.4531
F -3.55320 -1.22608 -0.55753 1.652 0.239 -1.116 -0.2493
F -5.65963 -1.56210 -0.22599 -1.110 -0.452 -1.075 -0.3174
F -5.51206 -0.79526 1.78056 -0.760 0.699 1.587 -0.3753
F -3.36792 -0.37441 1.51096 1.323 0.747 0.513 -0.3544
F -4.19090 -2.35542 1.16131 0.835 -1.583 0.480 -0.2347
C 2.58970 2.28522 1.78082 0.011 -0.123 -0.412 -1.7508
O 3.23557 2.49257 0.52142 -0.728 -0.308 -0.030 -0.4292
S 3.74398 1.17546 -0.18018 0.630 -0.797 0.953 1.4653
O 3.55970 1.33106 -1.54779 -2.037 0.818 -3.320 -0.5885
O 5.09634 1.02099 0.13303 2.983 -0.356 1.754 -0.7132
H 0.32305 -2.53700 0.11484 -0.116 0.457 0.209 0.3496
H 0.66750 -3.61279 -1.20459 0.366 0.156 -0.020 -0.2877
H 1.25263 -3.97877 0.39025 0.206 -0.492 0.523 0.1450
H 1.50076 0.22783 -1.66188 0.426 0.129 -0.677 -0.2339
H 3.68179 -0.85722 0.93250 -0.077 0.320 -0.488 -0.8460
H 0.96089 -0.68597 1.30990 -0.522 -0.195 -0.025 0.4070
H 2.18687 -0.35102 2.46062 0.243 -0.294 0.532 0.3901
H 0.89796 1.51888 2.63982 -0.395 -0.164 0.607 -0.3649
H 1.01404 2.12354 -0.25802 0.145 0.362 -0.577 0.0888
H 0.09932 2.92561 0.96357 -0.282 0.515 0.146 0.5288
H -1.06116 0.41094 1.04702 -0.284 -0.081 0.446 0.5014
H -0.37858 0.38672 -0.52705 0.085 -0.548 -0.523 0.1286
H 3.29886 1.88378 2.48094 0.488 -0.198 0.435 0.3234
H 2.28251 3.24284 2.10131 -0.023 1.092 0.147 0.6580
Br -2.70111 -5.33211 2.99637 0.091 0.058 0.031 -0.0641
C -3.97645 -5.38024 4.46142 0.240 -0.219 -0.139 -0.6458
C -5.37841 -5.42980 3.92431 -0.307 0.187 0.188 -0.5516
Br -5.93346 -3.69222 3.25560 -0.143 -0.133 0.097 -0.1342
H -3.78674 -4.51108 5.08160 -0.070 0.055 0.000 0.3498
H -3.74775 -6.28176 5.02558 -0.048 -0.031 -0.006 0.3317
H -6.08664 -5.68054 4.71073 0.027 -0.003 0.042 0.3540
H -5.48973 -6.13151 3.10520 0.064 -0.030 -0.021 0.3462
Br 4.74268 -0.86036 -3.65184 0.052 -0.068 -0.002 -0.1427
C 6.43588 -1.08043 -2.71712 -0.086 0.054 -0.273 -0.5080
C 6.66048 -2.51842 -2.33507 0.140 0.006 0.313 -0.6042
Br 5.57958 -3.01945 -0.80331 -0.066 0.068 0.045 -0.0814
H 6.41554 -0.41031 -1.86234 -0.048 -0.032 0.053 0.2533
H 7.19737 -0.74938 -3.41957 0.035 -0.041 -0.005 0.4363
H 7.69017 -2.67894 -2.02461 0.036 0.045 -0.031 0.3193
H 6.41558 -3.21126 -3.13345 -0.039 0.012 -0.037 0.3032
Br -0.37112 -3.86758 -3.51576 -0.045 -0.186 -0.261 -0.1777
C 0.28384 -2.34579 -4.53673 -0.123 -0.244 0.055 0.2823
C -0.67793 -1.97925 -5.62708 0.141 0.115 -0.260 -0.4860
Br -0.58336 -3.15061 -7.18098 -0.025 -0.076 0.103 -0.1670
H 1.27894 -2.59288 -4.89244 -0.026 -0.044 -0.054 0.5087
H 0.35068 -1.54292 -3.81908 0.058 0.223 0.171 -0.5262
H -0.44446 -0.99566 -6.02118 0.047 0.030 0.099 0.1347
H -1.70811 -1.99650 -5.28688 -0.022 0.008 0.006 0.3915
Br 2.03578 3.28321 4.65651 0.105 0.104 0.649 0.0363
C 1.67259 5.15233 5.04865 -0.044 -0.173 0.260 -0.7356
C 0.31016 5.52658 4.53451 0.011 0.265 -0.219 -0.6214
Br 0.36659 5.71966 2.59798 -0.104 -0.095 -0.017 -0.0852
H 2.46912 5.73352 4.59765 -0.017 0.027 -0.064 0.4053
H 1.72801 5.24816 6.13034 -0.065 -0.014 0.019 0.3919
H -0.00069 6.49348 4.92354 0.061 0.033 0.000 0.4015
H -0.44992 4.78620 4.76172 0.042 -0.073 0.015 0.3310
Br 8.96329 -5.76096 -2.10278 -0.031 -0.035 0.060 -0.1465
C 8.00773 -7.28998 -2.83656 0.217 0.149 -0.132 -0.5542
C 6.69776 -6.88175 -3.45227 -0.299 -0.169 0.132 -0.6630
Br 5.35313 -6.51468 -2.09677 0.060 0.018 -0.088 -0.0530
H 7.88808 -8.00267 -2.02852 -0.065 -0.006 0.029 0.3637
H 8.67117 -7.70563 -3.59126 -0.018 -0.002 -0.036 0.3562
H 6.28949 -7.69355 -4.04966 0.062 -0.036 -0.021 0.3498
H 6.77865 -5.99091 -4.06540 0.076 0.020 -0.015 0.3488
Br 0.71358 -1.45616 6.81036 -0.052 0.019 -0.121 -0.0683
C 0.30395 0.38669 7.27408 0.003 -0.270 0.180 -0.4579
C -1.07658 0.78057 6.81813 0.089 0.225 -0.119 -0.6564
Br -1.13110 1.08993 4.89775 -0.132 -0.066 -0.065 -0.0284
H 1.08477 0.99954 6.83543 -0.042 0.071 -0.037 0.1309
H 0.37274 0.43590 8.35840 -0.043 0.038 0.016 0.3827
H -1.37127 1.72397 7.27205 0.026 0.017 0.012 0.3540
H -1.82677 0.02810 7.03318 0.034 -0.070 0.030 0.3818
Br -2.18195 0.95015 -6.96184 -0.088 0.111 -0.001 -0.2190
C -2.66072 1.68010 -5.21488 -0.092 -0.005 -0.186 -0.4771
C -1.54968 2.50315 -4.63304 0.196 -0.175 0.290 -0.1587
Br -0.10129 1.39664 -3.94201 0.064 0.011 -0.142 -0.1398
H -2.93370 0.83393 -4.59317 0.022 -0.025 0.047 0.3083
H -3.53831 2.29853 -5.38940 0.025 0.040 -0.026 0.4716
H -1.90407 3.07536 -3.78151 -0.070 0.052 0.099 0.2559
H -1.11523 3.17417 -5.36307 0.086 -0.167 0.161 -0.0922
Br -10.02013 -3.27668 0.14197 0.053 -0.025 -0.042 -0.1245
C -8.93623 -1.96937 -0.80832 -0.142 0.011 0.257 -0.4409
C -9.65634 -1.41481 -2.00639 0.147 -0.029 -0.236 -0.4926
Br -9.67141 -2.67915 -3.48496 -0.064 0.008 0.033 -0.1415
H -8.00545 -2.46150 -1.06503 0.019 -0.005 -0.066 0.2854
H -8.73958 -1.18155 -0.08469 0.007 0.043 -0.025 0.2080
H -9.13987 -0.53640 -2.38630 0.037 0.013 0.040 0.3358
H -10.69006 -1.16376 -1.79710 -0.023 -0.011 0.061 0.3937
Br -0.99893 7.24357 -1.04503 -0.082 -0.048 0.321 0.0156
C -2.06519 7.72793 0.50911 -0.030 -0.148 -0.291 -0.3483
C -2.56089 9.14505 0.41433 0.032 0.124 0.231 -0.6529
Br -1.14845 10.42528 0.80726 -0.011 -0.001 -0.077 -0.1621
H -1.45029 7.55380 1.38358 -0.009 0.066 0.074 0.1226
H -2.90158 7.03185 0.51174 -0.046 0.032 0.020 0.2416
H -3.33102 9.33111 1.15925 -0.013 -0.030 0.016 0.4055
H -2.94399 9.39220 -0.56969 0.015 -0.040 -0.050 0.3919
Br 4.54379 -1.70844 6.29909 0.125 -0.034 -0.013 -0.1202
C 5.58316 -0.32300 5.41212 -0.173 -0.042 0.326 -0.7536
C 4.85066 0.20634 4.21356 0.122 0.046 -0.323 -0.4788
Br 4.92412 -1.03018 2.71512 0.672 -0.279 0.993 0.0096
H 6.54673 -0.75541 5.16768 0.011 -0.001 -0.098 0.4234
H 5.71741 0.46258 6.15235 -0.014 0.035 -0.012 0.4239
H 5.31245 1.12329 3.85032 0.041 -0.004 0.026 0.4574
H 3.79887 0.38710 4.41859 -0.007 -0.009 0.086 0.1187
Br 2.23270 -7.46352 -0.43163 0.019 0.072 0.006 -0.1234
C 0.96182 -7.54158 1.03569 0.204 -0.161 -0.121 -0.5700
C -0.45430 -7.59784 0.53418 -0.192 0.159 0.177 -0.5567
Br -1.04694 -5.85931 -0.10113 -0.097 -0.082 -0.138 -0.1276
H 1.15336 -6.67609 1.66137 -0.074 0.030 0.041 0.2391
H 1.20786 -8.44626 1.58682 -0.046 -0.025 0.008 0.4058
H -1.13427 -7.85939 1.34286 0.009 0.030 0.034 0.2974
H -0.58796 -8.29235 -0.28769 0.077 -0.026 -0.031 0.4010
Br -0.60669 9.80571 -3.77918 0.029 0.025 0.006 -0.1661
C 0.70185 8.89425 -4.89050 -0.132 0.131 0.014 -0.5766
C 0.21324 7.55068 -5.35683 0.218 -0.193 0.065 -0.5955
Br 0.30771 6.19235 -3.95480 0.015 0.091 -0.195 -0.1621
H 1.61696 8.83163 -4.31196 0.023 -0.043 0.014 0.3632
H 0.85508 9.55216 -5.74200 0.024 -0.041 -0.062 0.3846
H 0.85445 7.17280 -6.15127 -0.029 0.001 -0.019 0.2889
H -0.81473 7.57151 -5.70034 0.007 0.058 0.012 0.4063
Br 1.25235 -4.74833 5.07390 0.037 -0.043 -0.059 -0.0674
C 1.24156 -5.95162 6.60094 -0.186 0.213 -0.087 -0.6741
C 2.13505 -5.44947 7.70275 0.205 -0.199 0.089 -0.4237
Br 4.01284 -5.75010 7.29714 -0.027 0.086 -0.015 -0.1326
H 1.53056 -6.92993 6.23369 0.072 -0.029 0.040 0.4179
H 0.20709 -5.98230 6.93545 -0.001 0.010 0.051 0.3293
H 1.94867 -5.99741 8.62339 -0.049 -0.020 -0.005 0.3573
H 2.01918 -4.38613 7.88554 -0.054 0.030 -0.037 0.1873
Br -1.69303 5.04735 -6.84673 -0.102 0.317 -0.350 -0.0985
C -1.46556 4.76743 -8.76033 -0.234 -0.167 0.117 -0.5733
C -0.24199 3.94308 -9.05066 0.173 0.103 -0.132 -0.4416
Br 1.38557 4.99198 -8.86511 0.004 -0.013 0.082 -0.1405
H -1.43586 5.74824 -9.22140 0.060 0.024 -0.019 0.4073
H -2.36296 4.24362 -9.08115 0.021 -0.056 -0.010 0.3414
H -0.25020 3.60412 -10.08352 -0.044 0.007 -0.022 0.3800
H -0.14421 3.08778 -8.39057 -0.055 -0.009 0.035 0.1821

---

No. 2
92
Properties=species:S:1:pos:R:3:forces:R:3:lowdin_spin:R:1 method="wB97M-V/def2-TZVPD" orbital_gap_ev="8.140 / 8.300" max_force_ha_per_bohr=0.0529 s2=3.755 spin_multiplicity=4 homo_energy_ev="-8.83 / -9.17"
V -1.56050 -0.97344 2.97955 0.778 2.604 -0.165 2.8656
O -0.47097 0.58194 3.82051 -1.097 -1.626 -0.625 0.0209
H -0.94170 1.38480 4.04573 -0.220 0.072 0.134 0.0034
B 0.31278 -1.12632 0.07653 1.032 -0.080 -0.154 0.0009
F 0.54296 -2.49065 0.18584 -0.240 -0.044 0.117 0.0002
F -0.34091 -0.83503 -1.12073 -0.302 0.140 0.035 0.0000
F -0.55861 -0.72773 1.16628 -0.429 -0.040 0.181 0.0293
F 1.50827 -0.42188 0.18743 -0.492 -0.032 -0.055 -0.0001
C 3.74560 1.43447 -1.48396 -0.543 0.494 0.811 0.0000
C 4.69031 2.60430 -1.72519 0.002 -0.548 -1.100 0.0000
C 5.60651 2.94461 -0.58503 0.394 -0.277 0.979 0.0000
O 5.54595 2.29021 -2.84527 -0.110 0.360 0.016 0.0000
H 4.22218 0.47697 -1.27736 0.288 0.151 0.055 0.0000
H 3.02032 1.27272 -2.28443 0.205 0.173 -0.246 0.0000
H 3.14022 1.72878 -0.61916 -0.051 -0.368 0.058 0.0000
H 4.05528 3.46540 -1.97086 0.199 0.129 -0.056 0.0000
H 6.49461 3.49933 -0.88537 -0.170 0.069 -0.379 0.0000
H 5.97656 2.03537 -0.10070 -0.044 -0.036 -0.091 0.0000
H 5.13091 3.53241 0.20257 -0.262 -0.065 -0.118 0.0000
H 4.98559 2.23094 -3.62554 0.062 -0.094 0.002 0.0000
C 1.82847 -2.12715 -3.43207 0.441 0.333 -0.007 0.0000
C 0.54289 -2.93776 -3.54504 0.754 -0.612 0.951 0.0000
C 0.60708 -3.88503 -4.71643 -1.164 -0.230 -0.285 0.0000
O 0.39691 -3.74315 -2.36814 -0.205 -0.175 0.028 0.0000
H 2.71874 -2.73472 -3.24350 -0.363 -0.534 -0.061 0.0000
H 1.82268 -1.44179 -2.58177 -0.293 0.272 -0.220 0.0000
H 2.07024 -1.60595 -4.36266 -0.286 0.298 0.112 0.0000
H -0.35503 -2.31379 -3.60332 0.193 0.282 -0.309 0.0000
H 1.48910 -4.52168 -4.73902 0.301 0.403 -0.052 0.0000
H 0.44057 -3.30491 -5.62697 0.519 -0.163 -0.169 0.0000
H -0.23362 -4.58592 -4.68113 -0.061 0.116 0.165 0.0000
H 0.34681 -3.17739 -1.58430 0.167 -0.066 -0.209 0.0000
C 4.10340 -2.13289 1.82297 0.407 -0.016 0.103 0.0000
C 3.89273 -0.92653 2.75042 -1.480 0.309 -1.796 0.0000
C 4.46322 0.35936 2.18606 1.277 -0.012 0.023 0.0000
O 2.47698 -0.71828 2.85549 -0.258 -0.286 1.093 0.0000
H 3.39855 -2.92338 2.08446 0.378 -0.195 0.425 0.0000
H 5.14994 -2.44560 1.86795 -0.130 -0.371 0.064 0.0000
H 3.88095 -1.97328 0.76350 0.011 0.685 0.103 0.0000
H 4.26934 -1.12243 3.75232 -0.089 -0.067 0.043 0.0000
H 4.08116 0.59668 1.19340 -0.288 -0.206 0.047 0.0000
H 5.54929 0.25279 2.05993 -0.015 0.112 0.057 0.0000
H 4.28836 1.21619 2.83618 -0.133 -0.091 0.089 0.0000
H 2.08953 -0.62715 1.97848 0.348 0.120 -0.141 -0.0001
C -0.15228 2.83155 0.81170 0.263 -0.196 -0.105 -0.0001
C 1.26583 3.00516 1.37771 0.049 0.412 -0.085 0.0000
C 1.87562 4.28355 0.81228 -0.021 -0.666 -0.155 0.0000
O 1.23184 3.13956 2.78775 -0.439 -0.102 0.121 0.0001
H -0.70999 3.74035 1.04808 -0.144 -0.099 0.158 0.0000
H -0.66623 1.94686 1.20882 0.155 0.214 0.119 -0.0001
H -0.16245 2.74036 -0.27829 0.216 -0.052 -0.010 0.0000
H 1.93151 2.16687 1.13878 -0.279 -0.138 -0.190 0.0000
H 2.85292 4.49882 1.24226 -0.054 -0.008 0.148 0.0000
H 1.19097 5.11206 0.99325 0.121 0.126 -0.119 0.0000
H 2.01616 4.10243 -0.25685 -0.058 0.386 -0.067 0.0000
H 0.73457 2.37288 3.11165 0.249 -0.166 0.233 -0.0001
C -2.75964 1.64542 -2.51248 -0.312 -0.009 -0.124 0.0000
C -3.52238 0.61237 -1.68699 0.805 -0.364 -0.149 0.0000
C -3.55432 -0.73626 -2.39366 -0.391 0.024 -0.698 0.0000
O -2.81727 0.43464 -0.43542 -0.554 0.168 -0.156 0.0000
H -1.73678 1.29628 -2.66437 0.015 0.004 -0.080 0.0000
H -2.71809 2.62380 -2.03428 -0.048 -0.083 0.191 0.0000
H -3.23753 1.78410 -3.48456 0.076 -0.075 -0.038 0.0000
H -4.53853 0.95804 -1.49603 0.068 -0.002 0.400 0.0000
H -4.18291 -0.68613 -3.28884 0.134 0.121 -0.035 0.0000
H -3.97267 -1.55232 -1.80876 0.030 0.153 0.378 0.0000
H -2.55231 -1.02306 -2.71680 0.066 -0.002 0.065 0.0000
H -1.94379 0.09304 -0.68646 0.104 0.038 0.229 0.0000
C -3.39597 2.76385 2.50773 -0.662 -0.411 1.189 0.0003
C -4.16801 1.45563 2.66975 0.011 -0.570 -0.701 0.0010
C -5.42313 1.37552 1.81097 -0.143 0.184 -0.437 -0.0002
O -3.30315 0.37679 2.22629 0.467 -0.872 -0.027 0.0203
H -3.04634 2.86174 1.48454 0.014 0.108 -0.034 0.0000
H -2.56393 2.75078 3.21089 0.247 0.067 -0.274 0.0001
H -4.02939 3.59880 2.81487 0.002 0.095 -0.300 0.0001
H -4.43873 1.15709 3.68440 0.228 0.570 0.169 0.0003
H -5.89719 0.39426 1.85880 0.048 -0.005 0.251 0.0000
H -5.17301 1.53228 0.75615 0.135 0.084 0.055 0.0000
H -6.16663 2.13517 2.05698 0.090 -0.008 0.206 -0.0001
H -3.26779 0.42047 1.24093 0.290 -0.075 0.116 0.0011
C -2.25405 -4.45104 0.35663 0.519 -0.015 -0.584 0.0002
C -2.79478 -3.09413 0.71813 -1.357 -0.140 0.470 0.0029
C -4.32956 -2.97411 0.62585 0.460 0.275 -0.605 0.0006
O -2.46527 -2.79634 2.10814 0.600 0.394 0.540 0.0477
H -2.59386 -4.77634 -0.62829 -0.212 0.156 0.032 0.0000
H -2.54373 -5.22556 1.06914 0.018 0.071 0.109 0.0000
H -1.16935 -4.38807 0.25584 0.005 -0.190 0.338 0.0000
H -2.32119 -2.29933 0.14911 0.048 -0.038 -0.093 0.0002
H -4.67971 -3.38638 -0.32179 -0.030 -0.063 0.047 0.0001
H -4.61426 -1.92119 0.64203 -0.021 0.002 0.136 0.0000
H -4.84830 -3.48061 1.44036 0.151 -0.161 0.021 0.0000
H -2.80861 -3.50312 2.66641 0.006 -0.026 -0.115 0.0050